Computed, not measured: a molecular structure, C9H16N2O, with ωB97M-V/def2-TZVPD.

Properties
Orbital gap: 5.90 eV
Strongest force on any atom: 0.12132 Eh/bohr
LUMO energy: -8.9 eV
Total charge: +2
Multiplicity: 1

Geometry as XYZ:
```
28
Properties=species:S:1:pos:R:3:forces:R:3
C -0.20893 -2.04862 -2.75326 1.2 0.2 0.4
C -0.49468 -1.17517 -1.74335 -2.7 -1.3 -0.7
C 1.97107 -1.30597 -2.50666 -3.5 1.8 2.7
C -2.94248 0.27030 3.49174 2.9 -4.2 1.4
C 3.25751 -0.81327 -2.17756 2.6 0.7 -2.0
C -1.54914 2.05618 2.45647 -0.5 3.1 -1.5
C -0.37981 1.25672 1.97420 -0.7 -0.4 0.6
C -0.53207 0.57621 0.64683 -0.2 3.3 -1.4
C 0.72500 0.55364 -0.26125 -1.6 -0.8 0.8
N 1.14942 -2.09128 -3.06127 -0.6 0.8 0.4
N 0.42274 -0.42880 -1.28518 6.0 -0.6 -1.6
O -2.13107 -0.56343 3.75402 -4.3 3.7 -1.0
H -0.81153 -2.63460 -3.36221 -1.2 -0.9 -0.5
H -1.55202 -1.24348 -1.45257 0.3 0.7 0.3
H -4.05337 0.54985 3.48853 1.4 -0.3 0.1
H 3.92728 -1.61377 -1.82326 -0.4 0.3 0.5
H 3.19880 0.08038 -1.53235 0.1 -0.7 -0.1
H 3.83036 -0.45386 -3.12758 -1.1 -0.4 1.3
H -2.23861 2.70774 1.73325 1.5 -1.8 1.2
H -1.25168 2.76221 3.25801 -0.5 -0.8 0.1
H -2.29592 1.26086 2.87219 -0.4 0.7 0.0
H 0.43117 1.92198 1.83200 1.0 1.1 0.6
H -0.15473 0.60721 2.84084 0.5 -0.1 -0.6
H -0.80873 -0.38251 0.72502 -1.1 -3.7 0.7
H -1.38080 1.08373 0.12581 0.7 -0.3 0.0
H 0.92987 1.48270 -0.73176 -0.1 1.0 -0.5
H 1.59624 0.36246 0.38166 0.0 -0.8 -0.5
H 1.34610 -2.77745 -3.76231 0.9 -0.4 -0.7
```
Positions in Å, forces in eV/Å.

Atom charges from the Löwdin analysis, given in e for atoms 1 to 5: C -0.04; C -0.16; C 0.05; C 0.16; C -0.01

Computed, not measured: 2 unconnected molecules or ions with the total composition C9H16N2O2, with ωB97M-V/def2-TZVPD.

Properties
Orbital gap: 9.89 eV
Strongest force on any atom: 0.08910 Eh/bohr
LUMO energy: 0.4 eV
Total charge: 0
Structure (SMILES): O=c1cc[nH]c(=O)[nH]1.CC(C)(C)C
Multiplicity: 1

Geometry as XYZ:
```
29
Properties=species:S:1:pos:R:3:forces:R:3
C 2.55983 0.05080 0.10989 -3.3 0.9 1.1
C 2.71367 -0.24036 1.64427 -0.6 1.5 0.9
C 3.38609 1.28720 -0.39513 2.8 -2.7 2.5
C 0.93512 0.30001 -0.22779 1.7 0.6 1.0
C 2.92241 -1.25531 -0.50027 2.0 -1.1 -2.2
C -4.81613 -0.66716 0.17748 -3.7 1.4 1.2
C -3.74720 -1.36083 -0.36659 1.9 -3.9 0.0
C -2.55475 -0.74513 -0.51929 0.2 -1.3 -1.3
C -3.41778 1.43683 -0.08966 1.4 1.5 1.5
H 3.80164 -0.30314 1.86842 -0.7 0.2 0.1
H 2.18880 0.52218 2.33718 1.1 -0.8 -1.2
H 2.24781 -1.19252 1.96301 0.3 0.3 -0.6
H 3.57494 1.36624 -1.41364 -0.2 -0.7 -2.3
H 3.17269 2.32706 -0.17944 -0.4 -0.2 1.2
H 4.45981 0.91841 -0.00441 -1.9 1.6 -0.6
H 0.81130 0.06044 -1.28004 0.1 0.7 -0.5
H 0.76408 1.45805 0.03509 -0.3 -2.9 -0.5
H 0.25892 -0.51044 0.21321 1.0 1.5 0.4
H 2.15880 -2.01541 -0.44792 -0.4 -0.2 0.8
H 3.03349 -1.17848 -1.58724 0.1 0.3 -0.2
H 3.91415 -1.72734 -0.20633 -1.2 0.8 0.2
H -5.38756 1.34359 0.28200 0.5 -0.7 0.0
H -3.77282 -2.49795 -0.44509 -0.1 1.8 0.2
H -1.65108 -1.23838 -0.83188 -0.1 -0.7 0.0
H -1.49219 0.96980 -0.65415 2.0 0.8 -0.2
N -4.60660 0.73337 -0.00262 -0.6 1.9 0.6
N -2.34414 0.55435 -0.46178 -3.5 2.5 1.1
O -5.88130 -1.03276 0.72020 2.6 0.5 -1.5
O -3.23200 2.63689 0.26250 -0.8 -3.8 -1.8
```
Positions in Å, forces in eV/Å.

Atom charges from the Löwdin analysis, given in e for atoms 1 to 5: C -0.61; C -0.09; C -0.05; C -0.07; C -0.13

Computed, not measured: 2 unconnected molecules or ions with the total composition C9H16N2O2, with ωB97M-V/def2-TZVPD.

Properties
Orbital gap: 9.08 eV
Strongest force on any atom: 0.12434 Eh/bohr
LUMO energy: 0.0 eV
Total charge: 0
Structure (SMILES): O=c1cc[nH]c(=O)[nH]1.CCCCC
Multiplicity: 1

Geometry as XYZ:
```
29
Properties=species:S:1:pos:R:3:forces:R:3
C -0.67638 0.27080 -1.51249 0.3 1.5 0.2
C -1.61962 -0.57684 -0.78374 -2.9 1.0 0.3
C -1.79688 -0.43293 0.54774 -2.6 0.6 -0.1
C -0.28808 1.46309 0.66102 -0.9 2.6 -0.2
C 1.17213 0.23974 2.55850 -0.7 -1.2 2.9
C 1.62805 0.08173 1.16473 -3.2 -1.4 -1.2
C 0.71959 -1.04462 0.49847 2.1 1.4 -2.4
C 1.14569 -1.32481 -0.95076 1.2 0.6 -1.4
C 0.22434 -2.26147 -1.76925 -2.5 -0.9 -1.6
H 0.65620 1.85106 -1.21981 -1.2 -0.6 1.3
H -2.15546 -1.33438 -1.31878 -0.4 0.3 0.1
H -2.33851 -1.12963 1.24420 0.3 0.8 -1.2
H -1.29451 0.65603 2.14317 -0.8 0.8 2.0
H 0.01794 0.13832 2.54564 3.4 -0.2 1.3
H 1.55426 -0.57315 3.29267 -0.4 1.5 -1.1
H 1.43828 1.27668 2.81389 0.0 -0.7 0.9
H 2.68829 -0.07485 1.15502 0.6 0.2 -0.8
H 1.08755 1.01590 0.73105 5.6 -2.9 0.6
H 0.74316 -1.97188 0.97060 0.0 -1.7 1.4
H -0.34428 -0.71957 0.32859 5.5 -2.3 1.1
H 2.14881 -1.79165 -1.05170 -0.4 0.3 0.4
H 1.21647 -0.30299 -1.54309 0.9 -2.8 1.6
H -0.92720 -2.04160 -1.89323 3.1 -0.4 0.4
H 0.46980 -2.20090 -2.86432 0.4 -0.6 1.1
H 0.09443 -3.31422 -1.41817 1.1 0.6 -0.1
N -0.07318 1.30258 -0.68762 -1.1 0.0 -2.8
N -1.09042 0.53967 1.21157 -3.8 0.4 -1.8
O -0.24695 0.08803 -2.63217 -1.8 1.5 -0.1
O 0.25157 2.30358 1.37359 -1.8 1.7 -0.8
```
Positions in Å, forces in eV/Å.

Atom charges from the Löwdin analysis, given in e for atoms 1 to 5: C -0.44; C -0.04; C -0.07; C -0.61; C -0.13